[1]
Density functional theory data (ωB97M-V with the def2-TZVPD basis set) for 5 unconnected molecules or ions with the total composition C22H44FN2O17S5 in a non-equilibrium geometry.

Each atom is followed by the atoms it is bonded to, with distances in Å.
Positions of all 91 atoms, in Å:
1 C -2.79 -1.99 -5.02  O2 1.420, H20 1.105, H21 1.099, H22 1.099
2 O -3.84 -2.58 -4.26  C1 1.420, C3 1.417
3 C -3.39 -3.11 -3.03  O2 1.417, C4 1.547, H23 1.100, H24 1.100
4 C -3.30 -2.02 -1.93  C3 1.547, C5 1.542, H25 1.102, H26 1.100
5 C -3.22 -2.60 -0.50  C4 1.542, C6 1.558, H27 1.102, H28 1.096
6 C -1.83 -3.12 -0.03  C5 1.558, C7 1.550, H29 1.101, H30 1.097
7 C -0.59 -2.42 -0.63  C6 1.550, C8 1.562, H31 1.102, H32 1.106
8 C 0.00 -3.15 -1.88  C7 1.562, C9 1.541, H33 1.099, H34 1.097
9 C 1.54 -3.11 -1.96  C8 1.541, C10 1.549, H35 1.097, H36 1.100
10 C 2.14 -1.75 -2.41  C9 1.549, C11 1.543, H37 1.096, H38 1.096
11 C 1.39 -1.03 -3.55  C10 1.543, N12 1.493, H39 1.093, H40 1.097
12 N 0.65 0.15 -3.02  C11 1.493, C13 1.522, N17 1.463, H41 1.029
13 C 1.57 1.27 -2.57  N12 1.522, C14 1.545, H42 1.093, H43 1.094
14 C 1.40 1.49 -1.05  C13 1.545, C15 1.547, H44 1.098, H45 1.102
15 C 1.94 2.88 -0.63  C14 1.547, F16 1.379, H46 1.097, H47 1.096
16 F 1.89 2.90 0.75  C15 1.379
17 N -0.32 0.64 -3.99  N12 1.463, C18 1.221
18 C -1.28 1.13 -3.42  N17 1.221, S19 1.538
19 S -2.48 1.72 -2.65  C18 1.538
20 H -2.96 -0.90 -5.08  C1 1.105
21 H -1.80 -2.20 -4.59  C1 1.099
22 H -2.86 -2.35 -6.05  C1 1.099
23 H -4.19 -3.80 -2.70  C3 1.100
24 H -2.47 -3.71 -3.12  C3 1.100
25 H -4.26 -1.48 -2.00  C4 1.102
26 H -2.52 -1.29 -2.18  C4 1.100
27 H -3.89 -3.47 -0.49  C5 1.102
28 H -3.67 -1.89 0.21  C5 1.096
29 H -1.78 -2.92 1.05  C6 1.101
30 H -1.73 -4.21 -0.12  C6 1.097
31 H 0.23 -2.41 0.11  C7 1.102
32 H -0.82 -1.35 -0.84  C7 1.106
33 H -0.49 -2.74 -2.77  C8 1.099
34 H -0.31 -4.20 -1.80  C8 1.097
35 H 1.90 -3.95 -2.56  C9 1.097
36 H 1.91 -3.29 -0.94  C9 1.100
37 H 2.26 -1.11 -1.53  C10 1.096
38 H 3.15 -1.94 -2.78  C10 1.096
39 H 0.73 -1.68 -4.13  C11 1.093
40 H 2.14 -0.68 -4.27  C11 1.097
41 H 0.11 -0.13 -2.19  N12 1.029
42 H 2.59 0.98 -2.81  C13 1.093
43 H 1.29 2.19 -3.10  C13 1.094
44 H 1.96 0.75 -0.45  C14 1.098
45 H 0.34 1.40 -0.76  C14 1.102
46 H 2.99 2.95 -0.95  C15 1.097
47 H 1.31 3.64 -1.09  C15 1.096
48 C -2.88 5.94 -3.20  C49 1.516, O54 1.426, H55 1.093, H56 1.088
49 C -3.94 4.95 -3.65  C48 1.516, O50 1.425, H57 1.088, H58 1.094
50 O -5.09 5.76 -3.92  C49 1.425, S51 1.615
51 S -4.61 7.20 -4.48  O50 1.615, O52 1.416, O53 1.414, O54 1.614
52 O -4.67 7.17 -5.90  S51 1.416
53 O -5.24 8.20 -3.71  S51 1.414
54 O -3.06 7.08 -4.04  C48 1.426, S51 1.614
55 H -3.03 6.24 -2.17  C48 1.093
56 H -1.87 5.54 -3.32  C48 1.088
57 H -4.17 4.22 -2.88  C49 1.088
58 H -3.65 4.44 -4.57  C49 1.094
59 C 2.51 2.21 4.86  C60 1.514, O65 1.432, H66 1.093, H67 1.087
60 C 1.32 2.73 4.08  C59 1.514, O61 1.432, H68 1.085, H69 1.093
61 O 0.30 1.75 4.28  C60 1.432, S62 1.608
62 S 0.46 1.10 5.74  O61 1.608, O63 1.416, O64 1.422, O65 1.607
63 O -0.43 1.74 6.63  S62 1.416
64 O 0.50 -0.32 5.59  S62 1.422
65 O 1.95 1.62 6.04  C59 1.432, S62 1.607
66 H 3.03 1.42 4.30  C59 1.093
67 H 3.22 2.99 5.12  C59 1.087
68 H 1.53 2.86 3.03  C60 1.085
69 H 0.97 3.68 4.50  C60 1.093
70 C -0.15 -2.92 8.45  C71 1.513, O76 1.431, H77 1.092, H78 1.087
71 C -1.34 -2.39 7.67  C70 1.513, O72 1.432, H79 1.086, H80 1.093
72 O -2.37 -3.37 7.86  C71 1.432, S73 1.609
73 S -2.21 -4.03 9.32  O72 1.609, O74 1.418, O75 1.417, O76 1.610
74 O -3.10 -3.38 10.21  S73 1.418
75 O -2.18 -5.44 9.17  S73 1.417
76 O -0.72 -3.50 9.63  C70 1.431, S73 1.610
77 H 0.37 -3.70 7.90  C70 1.092
78 H 0.55 -2.14 8.71  C70 1.087
79 H -1.12 -2.26 6.61  C71 1.086
80 H -1.69 -1.44 8.08  C71 1.093
81 C 6.78 0.28 -0.64  C82 1.513, O87 1.433, H88 1.092, H89 1.087
82 C 5.59 0.81 -1.42  C81 1.513, O83 1.437, H90 1.087, H91 1.093
83 O 4.56 -0.17 -1.22  C82 1.437, S84 1.620
84 S 4.73 -0.83 0.25  O83 1.620, O85 1.421, O86 1.415, O87 1.602
85 O 3.83 -0.16 1.13  S84 1.421
86 O 4.75 -2.23 0.12  S84 1.415
87 O 6.21 -0.29 0.55  C81 1.433, S84 1.602
88 H 7.30 -0.51 -1.18  C81 1.092
89 H 7.48 1.06 -0.38  C81 1.087
90 H 5.81 0.92 -2.48  C82 1.087
91 H 5.24 1.76 -1.01  C82 1.093

The value obtained for the LUMO energy is -5.00 eV. Its total charge is +1. Its HOMO energy is -12.14 eV. For the max |F|, the calculation gives 1.6 eV/Å. The calculation puts the total energy at -4343.60860 a.u. Its spin multiplicity is 1.


[2]
Density functional theory data (ωB97M-V with the def2-TZVPD basis set) for 12 unconnected molecules or ions with the total composition C39H92N12O11 in a non-equilibrium geometry.

Each atom is followed by the atoms it is bonded to, with distances in Å.
Positions of all 154 atoms, in Å:
1 C 1.82 -0.53 -3.55  C2 1.501, H8 1.090, H9 1.090, H10 1.090
2 C 2.20 0.91 -3.34  C1 1.501, N3 1.445, H11 1.090, H12 1.090
3 N 3.30 1.20 -4.22  C2 1.445, C4 1.491, C6 1.471
4 C 3.41 2.69 -4.28  N3 1.491, C5 1.559, H13 1.090, H14 1.090
5 C 2.51 3.24 -5.43  C4 1.559, H15 1.090, H16 1.090, H17 1.090
6 C 4.57 0.56 -3.82  N3 1.471, C7 1.544, H18 1.090, H19 1.090
7 C 5.66 0.60 -4.92  C6 1.544, H20 1.090, H21 1.090, H22 1.090
8 H 0.88 -0.59 -3.01  C1 1.090
9 H 2.43 -1.32 -3.12  C1 1.090
10 H 1.68 -0.77 -4.61  C1 1.090
11 H 1.35 1.50 -3.69  C2 1.090
12 H 2.43 1.11 -2.29  C2 1.090
13 H 3.17 3.10 -3.30  C4 1.090
14 H 4.41 3.03 -4.54  C4 1.090
15 H 2.52 4.33 -5.49  C5 1.090
16 H 2.90 2.88 -6.38  C5 1.090
17 H 1.45 2.98 -5.36  C5 1.090
18 H 4.35 -0.48 -3.62  C6 1.090
19 H 4.96 0.87 -2.85  C6 1.090
20 H 5.23 0.38 -5.89  C7 1.090
21 H 6.51 -0.07 -4.74  C7 1.090
22 H 6.13 1.58 -4.89  C7 1.090
23 C -2.95 -4.82 4.01  C24 1.530, H28 1.090, H29 1.090, H30 1.090
24 C -2.95 -3.30 3.82  C23 1.530, O25 1.238, N26 1.334
25 O -2.28 -2.58 4.57  C24 1.238
26 N -3.58 -2.72 2.80  C24 1.334, C27 1.432, H31 1.010
27 C -4.42 -3.40 1.87  N26 1.432, H32 1.090, H33 1.090, H34 1.090
28 H -2.51 -5.24 3.10  C23 1.090
29 H -3.96 -5.21 4.05  C23 1.090
30 H -2.36 -5.14 4.87  C23 1.090
31 H -3.68 -1.71 2.85  N26 1.010
32 H -5.33 -3.73 2.38  C27 1.090
33 H -3.90 -4.22 1.38  C27 1.090
34 H -4.73 -2.65 1.14  C27 1.090
35 C 2.21 1.47 2.60  C36 1.499, H40 1.090, H41 1.090, H42 1.090
36 C 2.02 0.32 3.54  C35 1.499, O37 1.200, N38 1.295
37 O 2.79 -0.59 3.43  C36 1.200
38 N 1.11 0.42 4.46  C36 1.295, C39 1.508, H43 1.010
39 C 0.74 -0.66 5.44  N38 1.508, H44 1.090, H45 1.090, H46 1.090
40 H 1.44 2.21 2.80  C35 1.090
41 H 2.03 1.26 1.55  C35 1.090
42 H 3.19 1.92 2.76  C35 1.090
43 H 0.73 1.35 4.59  N38 1.010
44 H 1.62 -1.19 5.81  C39 1.090
45 H 0.17 -1.44 4.94  C39 1.090
46 H 0.24 -0.28 6.33  C39 1.090
47 C -0.54 4.39 -3.67  C48 1.524, H52 1.090, H53 1.090, H54 1.090
48 C -1.40 3.13 -3.72  C47 1.524, O49 1.222, N50 1.296
49 O -1.90 2.78 -2.66  C48 1.222
50 N -1.60 2.64 -4.90  C48 1.296, C51 1.448, H55 1.010
51 C -2.41 1.46 -5.13  N50 1.448, H56 1.090, H57 1.090, H58 1.090
52 H -1.25 5.21 -3.56  C47 1.090
53 H 0.13 4.51 -4.52  C47 1.090
54 H 0.13 4.36 -2.81  C47 1.090
55 H -1.15 3.01 -5.73  N50 1.010
56 H -3.26 1.52 -4.45  C51 1.090
57 H -1.78 0.58 -5.02  C51 1.090
58 H -2.84 1.55 -6.13  C51 1.090
59 C 0.82 -3.71 -2.02  C60 1.472, H64 1.090, H65 1.090, H66 1.090
60 C 1.91 -4.70 -2.07  C59 1.472, O61 1.197, N62 1.349
61 O 3.02 -4.42 -2.43  C60 1.197
62 N 1.51 -5.97 -1.83  C60 1.349, C63 1.478, H67 1.010
63 C 2.39 -7.16 -1.82  N62 1.478, H68 1.090, H69 1.090, H70 1.090
64 H 1.18 -2.81 -1.52  C59 1.090
65 H -0.08 -4.10 -1.55  C59 1.090
66 H 0.58 -3.50 -3.06  C59 1.090
67 H 0.54 -6.15 -1.66  N62 1.010
68 H 3.37 -6.92 -2.24  C63 1.090
69 H 1.94 -7.95 -2.43  C63 1.090
70 H 2.45 -7.52 -0.80  C63 1.090
71 C -0.12 6.65 2.59  C72 1.490, H76 1.090, H77 1.090, H78 1.090
72 C -0.60 5.52 1.74  C71 1.490, O73 1.260, N74 1.348
73 O -0.87 5.80 0.54  C72 1.260
74 N -0.59 4.30 2.30  C72 1.348, C75 1.481, H79 1.010
75 C -1.02 3.13 1.49  N74 1.481, H80 1.090, H81 1.090, H82 1.090
76 H -0.09 7.63 2.10  C71 1.090
77 H 0.86 6.41 3.01  C71 1.090
78 H -0.84 6.74 3.40  C71 1.090
79 H -0.31 4.08 3.25  N74 1.010
80 H -0.16 2.70 0.99  C75 1.090
81 H -1.88 3.30 0.84  C75 1.090
82 H -1.36 2.40 2.23  C75 1.090
83 C -3.48 1.07 4.62  C84 1.501, H88 1.090, H89 1.090, H90 1.090
84 C -4.15 1.23 3.29  C83 1.501, O85 1.220, N86 1.337
85 O -4.43 0.31 2.53  C84 1.220
86 N -4.38 2.52 3.04  C84 1.337, C87 1.429, H91 1.010
87 C -5.01 2.95 1.84  N86 1.429, H92 1.090, H93 1.090, H94 1.090
88 H -4.13 1.09 5.50  C83 1.090
89 H -2.64 1.76 4.69  C83 1.090
90 H -3.00 0.10 4.47  C83 1.090
91 H -4.35 3.15 3.83  N86 1.010
92 H -4.98 2.22 1.03  C87 1.090
93 H -4.52 3.83 1.42  C87 1.090
94 H -6.05 3.10 2.12  C87 1.090
95 C 4.52 -4.76 0.50  C96 1.544, H100 1.090, H101 1.090, H102 1.090
96 C 4.05 -3.32 0.75  C95 1.544, O97 1.204, N98 1.325
97 O 3.91 -2.87 1.86  C96 1.204
98 N 3.79 -2.61 -0.34  C96 1.325, C99 1.421, H103 1.010
99 C 3.42 -1.23 -0.37  N98 1.421, H104 1.090, H105 1.090, H106 1.090
100 H 5.51 -4.93 0.92  C95 1.090
101 H 4.64 -4.94 -0.57  C95 1.090
102 H 3.77 -5.46 0.88  C95 1.090
103 H 3.84 -3.04 -1.25  N98 1.010
104 H 4.07 -0.86 -1.16  C99 1.090
105 H 3.50 -0.73 0.59  C99 1.090
106 H 2.39 -1.21 -0.72  C99 1.090
107 C 5.31 3.56 0.57  C108 1.521, H112 1.090, H113 1.090, H114 1.090
108 C 4.57 2.48 -0.20  C107 1.521, O109 1.207, N110 1.316
109 O 5.13 1.45 -0.48  C108 1.207
110 N 3.27 2.58 -0.41  C108 1.316, C111 1.440, H115 1.010
111 C 2.49 3.78 -0.21  N110 1.440, H116 1.090, H117 1.090, H118 1.090
112 H 5.63 4.34 -0.12  C107 1.090
113 H 6.16 3.15 1.11  C107 1.090
114 H 4.62 3.97 1.31  C107 1.090
115 H 2.77 1.81 -0.82  N110 1.010
116 H 2.98 4.73 -0.42  C111 1.090
117 H 2.19 3.81 0.84  C111 1.090
118 H 1.59 3.66 -0.80  C111 1.090
119 C 0.30 -4.64 2.26  C120 1.530, H124 1.090, H125 1.090, H126 1.090
120 C 1.11 -4.23 3.49  C119 1.530, O121 1.230, N122 1.321
121 O 1.81 -3.22 3.45  C120 1.230
122 N 1.16 -5.00 4.57  C120 1.321, C123 1.479, H127 1.010
123 C 0.61 -6.35 4.82  N122 1.479, H128 1.090, H129 1.090, H130 1.090
124 H -0.45 -3.89 2.05  C119 1.090
125 H -0.23 -5.58 2.38  C119 1.090
126 H 0.97 -4.72 1.40  C119 1.090
127 H 1.76 -4.63 5.29  N122 1.010
128 H 1.41 -7.08 4.94  C123 1.090
129 H 0.00 -6.74 4.01  C123 1.090
130 H 0.07 -6.43 5.76  C123 1.090
131 C -0.29 -0.90 0.89  C132 1.543, H136 1.090, H137 1.090, H138 1.090
132 C -0.37 0.20 -0.18  C131 1.543, O133 1.206, N134 1.346
133 O 0.62 0.80 -0.53  C132 1.206
134 N -1.54 0.53 -0.75  C132 1.346, C135 1.498, H139 1.010
135 C -2.86 0.10 -0.17  N134 1.498, H140 1.090, H141 1.090, H142 1.090
136 H -1.08 -1.65 0.78  C131 1.090
137 H -0.28 -0.40 1.86  C131 1.090
138 H 0.68 -1.39 0.89  C131 1.090
139 H -1.51 1.33 -1.36  N134 1.010
140 H -3.58 0.91 -0.15  C135 1.090
141 H -2.78 -0.25 0.87  C135 1.090
142 H -3.36 -0.57 -0.86  C135 1.090
143 C -7.44 0.48 -2.57  C144 1.531, H148 1.090, H149 1.090, H150 1.090
144 C -7.61 1.75 -1.73  C143 1.531, O145 1.200, N146 1.306
145 O -8.67 1.99 -1.21  C144 1.200
146 N -6.65 2.62 -1.59  C144 1.306, C147 1.492, H151 1.010
147 C -5.32 2.58 -2.26  N146 1.492, H152 1.090, H153 1.090, H154 1.090
148 H -6.78 -0.30 -2.17  C143 1.090
149 H -7.09 0.76 -3.56  C143 1.090
150 H -8.38 -0.06 -2.69  C143 1.090
151 H -6.80 3.39 -0.95  N146 1.010
152 H -5.17 3.35 -3.02  C147 1.090
153 H -5.05 1.61 -2.68  C147 1.090
154 H -4.49 2.74 -1.58  C147 1.090

The value obtained for the LUMO energy is 0.19 eV. The energy relative to the best compared isomer or geometry (same formula, charge and spin) comes out at 384.7 kJ/mol. Its total charge is 0. Its HOMO energy is -7.81 eV. For the max |F|, the calculation gives 4.8 eV/Å. The calculation puts the total energy at -3025.97809 a.u. Its spin multiplicity is 1.